Entry 1:
58
Properties=species:S:1:pos:R:3:lowdin_charge:R:1 method="wB97M-V/def2-TZVPD" gap_ev=3.08 de_lowest_kj_mol=6.2 lumo_ha=-0.46118 charge=+3 homo_ha=-0.574
Mo -2.20722 -0.07694 1.17014 1.906
C -5.57862 -2.00220 2.54549 0.014
C -4.20963 -1.91176 2.00599 -0.305
O -3.92220 -0.62270 1.42930 -0.230
C -3.19842 -2.75908 1.87992 0.019
C -2.00912 -2.23631 1.16057 -0.387
C -1.57358 -2.93784 -0.09308 -0.008
N -1.10423 -1.42936 1.82512 -0.154
N -0.66180 -1.48630 3.10263 0.152
C -1.03990 -0.38733 3.69407 -0.326
O -1.80321 0.45484 2.95303 -0.176
C -0.78258 -0.04104 5.06884 -0.162
C -0.01355 -0.90990 5.85974 0.001
C 0.21050 -0.59671 7.18424 -0.037
C -0.31827 0.57411 7.72035 -0.019
C -1.07924 1.43875 6.93775 -0.037
C -1.31501 1.13621 5.61122 -0.002
H -6.30776 -1.87527 1.74469 0.110
H -5.72348 -2.97544 3.00986 0.108
H -5.74635 -1.22575 3.29221 0.108
H -3.26443 -3.79406 2.18725 0.150
H -2.41373 -3.11353 -0.76192 0.102
H -0.78651 -2.38851 -0.60771 0.075
H -1.16549 -3.91135 0.19565 0.113
H 0.39220 -1.81745 5.43486 0.120
H 0.79661 -1.26072 7.80364 0.121
H -0.13275 0.81591 8.75845 0.124
H -1.48787 2.34326 7.36521 0.121
H -1.90513 1.80387 4.99986 0.118
Cl 2.30442 -0.46606 -5.75803 0.874
C 3.52617 -0.36423 -4.56816 -0.542
C 4.68610 -1.06852 -4.75813 -0.038
C 5.60445 -1.21295 -3.71236 0.064
C 5.36563 -0.72415 -2.43206 -0.034
C 4.20479 -0.03311 -2.19138 -0.532
Cl 3.89770 0.64680 -0.66935 0.901
C 3.26955 0.22582 -3.26795 -0.200
N 2.15816 0.91589 -2.97021 0.183
C 1.50212 1.77863 -3.77546 -0.154
C 2.27781 2.51803 -4.72328 0.029
C 1.69903 3.46406 -5.51939 0.014
C 0.32892 3.69563 -5.37092 0.073
C -0.43616 3.00198 -4.42621 0.031
C 0.10316 2.05274 -3.58521 -0.065
C -0.88355 1.31432 -2.70068 -0.001
C -0.50553 0.85954 -1.30332 -0.519
O 0.63851 0.76729 -0.88297 0.071
O -1.54985 0.58355 -0.57673 -0.178
H 4.86973 -1.55346 -5.70725 0.138
H 6.52173 -1.75736 -3.90299 0.151
H 6.08722 -0.86788 -1.64015 0.140
H 1.72537 0.85645 -1.99164 0.093
H 3.35210 2.38351 -4.71507 0.144
H 2.28853 4.05210 -6.20836 0.143
H -0.15528 4.45406 -5.97429 0.147
H -1.49249 3.22878 -4.36105 0.143
H -1.30697 0.45516 -3.23258 0.165
H -1.73061 1.98597 -2.55224 0.142

Entry 2:
56
Properties=species:S:1:pos:R:3:lowdin_charge:R:1 method="wB97M-V/def2-TZVPD" gap_ev="6.08 / 6.46" de_lowest_kj_mol=149.5 lumo_ha="-0.19464 / -0.18100" charge=+1 homo_ha="-0.418 / -0.418"
Co -1.96739 1.24726 -0.95949 0.448
C 0.73653 3.12397 1.46996 0.023
C -0.45370 2.52071 0.82696 -0.191
N -0.43755 1.96972 -0.33721 -0.034
N 0.64458 1.89140 -1.15747 0.131
C 0.23287 1.41289 -2.31043 -0.396
O -1.02230 1.11194 -2.52403 -0.133
C 1.19503 1.19941 -3.39696 -0.151
C 2.53423 1.55507 -3.23092 -0.032
C 3.43496 1.32856 -4.25551 -0.062
C 3.00546 0.74809 -5.44345 -0.059
C 1.67402 0.39359 -5.60945 -0.057
C 0.76589 0.61818 -4.58819 -0.006
C -1.78353 2.46138 1.46424 -0.226
C -2.08005 3.00072 2.69467 0.013
C -3.36441 2.82926 3.20161 -0.017
C -4.29742 2.12533 2.46673 -0.028
C -3.93112 1.62374 1.22578 -0.101
N -2.71389 1.80691 0.73142 -0.014
H 1.58187 3.10154 0.78930 0.087
H 0.97767 2.54592 2.36614 0.099
H 0.53259 4.15164 1.77340 0.103
H 2.85469 2.00386 -2.30092 0.109
H 4.47301 1.60647 -4.13259 0.110
H 3.71287 0.57316 -6.24324 0.111
H 1.34371 -0.05696 -6.53533 0.111
H -0.27357 0.34550 -4.70370 0.119
H -1.32126 3.52148 3.26014 0.129
H -3.62213 3.23297 4.17117 0.128
H -5.29692 1.95398 2.83790 0.125
H -4.62194 1.05405 0.61823 0.133
S -1.98610 -0.59105 2.85430 0.338
P -1.03586 -1.28445 1.31086 0.218
S -1.80459 -0.85488 -0.61978 0.593
C 0.68594 -0.72335 1.20398 -0.385
C 1.38909 -0.64287 0.00409 -0.133
C 2.71694 -0.24254 0.00148 -0.067
C 3.34669 0.08256 1.19295 -0.061
C 2.64764 0.01393 2.39095 -0.075
C 1.32007 -0.38263 2.40013 -0.111
C -1.06162 -3.08429 1.15422 -0.403
C -1.97746 -3.81646 1.90317 -0.097
C -2.01958 -5.19623 1.77768 -0.063
C -1.15558 -5.84131 0.90528 -0.061
C -0.24166 -5.11207 0.15601 -0.063
C -0.19166 -3.73390 0.27695 -0.086
H 0.89852 -0.86723 -0.93485 0.076
H 3.25188 -0.17558 -0.93684 0.105
H 4.38307 0.39395 1.18983 0.112
H 3.13872 0.26607 3.32147 0.112
H 0.77139 -0.43061 3.33148 0.078
H -2.63941 -3.30246 2.58791 0.074
H -2.72510 -5.76806 2.36501 0.111
H -1.18979 -6.91862 0.81131 0.112
H 0.43551 -5.61860 -0.51826 0.111
H 0.53018 -3.17106 -0.29812 0.096

Entry 3:
54
Properties=species:S:1:pos:R:3:lowdin_charge:R:1 method="wB97M-V/def2-TZVPD" gap_ev=8.24 smiles="COC(=O)c1ccccc1NC(=O)c1cn(-c2ccc(C)c(C)c2)c(=O)c2ccccc12" de_lowest_kj_mol=0.0 lumo_ha=0.00695 homo_ha=-0.296
C -2.81709 -3.54709 2.16761 -0.040
O -3.65484 -2.65097 1.45454 -0.041
C -3.06886 -1.54008 0.99472 -0.420
O -1.88175 -1.32561 1.18095 0.086
C -3.99163 -0.65651 0.26543 -0.058
C -5.32134 -1.05218 0.09291 -0.016
C -6.21601 -0.26267 -0.59476 -0.080
C -5.79076 0.94738 -1.12795 -0.061
C -4.48641 1.36493 -0.97068 0.003
C -3.56444 0.57950 -0.27434 -0.139
N -2.25245 0.97128 -0.09121 0.150
C -1.59559 2.07325 -0.57666 -0.393
O -2.12071 2.94591 -1.23756 0.077
C -0.15458 2.08250 -0.20549 -0.056
C 0.55714 0.92481 -0.19886 0.018
N 1.87905 0.85575 0.09986 0.057
C 2.52581 -0.40940 0.01935 -0.194
C 3.27242 -0.88726 1.08406 0.001
C 3.88769 -2.12031 0.97441 -0.025
C 3.77186 -2.89127 -0.17360 -0.236
C 4.45235 -4.22211 -0.26355 -0.046
C 3.01665 -2.40536 -1.24600 -0.227
C 2.87506 -3.20382 -2.50527 -0.044
C 2.40391 -1.16705 -1.13716 0.029
C 2.63790 1.98027 0.43347 -0.351
O 3.82314 1.87977 0.68438 0.084
C 1.90113 3.24191 0.42803 -0.065
C 2.60516 4.40566 0.75127 -0.007
C 1.97211 5.62606 0.75627 -0.071
C 0.61824 5.70049 0.43650 -0.062
C -0.09170 4.56602 0.11653 -0.007
C 0.53403 3.31307 0.10038 -0.093
H -1.99935 -3.89210 1.53118 0.099
H -2.39293 -3.05483 3.04532 0.099
H -3.44911 -4.38000 2.46408 0.096
H -5.63619 -1.99559 0.50962 0.117
H -7.23860 -0.58399 -0.71863 0.102
H -6.48490 1.57118 -1.67095 0.108
H -4.15799 2.30323 -1.38503 0.100
H -1.71804 0.31304 0.47543 0.095
H 0.10734 -0.02713 -0.44527 0.138
H 3.37487 -0.29931 1.98127 0.120
H 4.47172 -2.49177 1.80373 0.112
H 4.98737 -4.44376 0.65598 0.076
H 5.16343 -4.23297 -1.08896 0.084
H 3.72636 -5.01467 -0.44295 0.083
H 2.25791 -2.67858 -3.22943 0.076
H 3.85143 -3.38823 -2.95184 0.084
H 2.41934 -4.17146 -2.29732 0.083
H 1.83559 -0.77699 -1.97028 0.124
H 3.65292 4.30978 0.99343 0.118
H 2.51939 6.52288 1.00490 0.103
H 0.11989 6.65885 0.43893 0.106
H -1.13592 4.63557 -0.14078 0.105

Entry 4:
62
Properties=species:S:1:pos:R:3:lowdin_charge:R:1 method="wB97M-V/def2-TZVPD" gap_ev=7.56 de_lowest_kj_mol=0.0 lumo_ha=-0.20046 charge=+2 homo_ha=-0.478
Sc -0.00366 0.86211 -0.45739 0.933
C 0.94793 3.29287 1.46738 -0.096
N 1.29587 2.87794 0.09919 -0.131
C 2.74279 2.71857 -0.15121 -0.072
C 3.05298 1.30817 -0.54415 -0.278
N 2.11962 0.39949 -0.75382 0.063
C 2.79589 -0.76566 -1.14275 -0.185
C 2.31847 -2.02960 -1.47772 -0.003
C 3.25447 -2.98524 -1.81736 -0.050
C 4.62826 -2.70447 -1.82671 -0.052
C 5.11405 -1.45595 -1.49453 0.007
C 4.16604 -0.50093 -1.15408 -0.164
N 4.28499 0.83139 -0.76824 0.198
C 0.61269 2.08910 2.29434 -0.278
N 0.24130 0.93018 1.77814 0.070
C 0.01985 0.07958 2.86393 -0.215
C -0.34178 -1.26527 2.90475 -0.012
C -0.47912 -1.84221 4.15078 -0.050
C -0.26151 -1.11427 5.33029 -0.050
C 0.11048 0.21460 5.30268 0.010
C 0.24771 0.78800 4.04505 -0.163
N 0.62576 2.06325 3.63664 0.200
H 1.75472 3.85782 1.94182 0.138
H 0.08161 3.95775 1.42633 0.143
H 0.93299 3.57222 -0.54430 0.058
H 3.05169 3.38662 -0.95839 0.149
H 3.32432 3.00267 0.72860 0.140
H 1.26143 -2.25335 -1.49156 0.096
H 2.92245 -3.97753 -2.09004 0.117
H 5.32230 -3.48616 -2.10211 0.118
H 6.17329 -1.23909 -1.50052 0.123
H 5.14509 1.34874 -0.68016 0.185
H -0.50308 -1.84293 2.00375 0.116
H -0.75602 -2.88494 4.22354 0.117
H -0.38061 -1.61098 6.28298 0.119
H 0.29007 0.77334 6.21076 0.124
H 0.88577 2.82812 4.23919 0.185
Br -0.44463 -2.39121 -4.34232 0.849
C -1.57338 -2.26092 -2.84476 -0.599
C -2.63992 -3.17441 -2.68703 -0.140
C -3.49816 -3.08442 -1.63306 -0.614
Br -4.91064 -4.32090 -1.47743 0.852
C -3.33341 -2.06500 -0.65444 -0.170
C -4.15973 -1.85856 0.46675 0.016
C -3.88375 -0.82985 1.33220 -0.007
C -2.76659 -0.02128 1.10463 -0.107
N -1.95773 -0.18648 0.07174 0.026
C -2.25192 -1.17947 -0.82057 -0.143
C -1.37105 -1.25663 -1.93299 -0.405
O -0.39808 -0.34473 -1.97612 -0.265
H -2.76703 -3.95056 -3.42904 0.108
H -5.00750 -2.51029 0.63009 0.097
H -4.50685 -0.64088 2.19411 0.123
H -2.52543 0.78060 1.79157 0.122
N -3.09191 3.42568 -3.27296 0.133
C -2.18325 2.54726 -2.86932 -0.812
N -1.90480 1.49234 -3.60899 0.164
S -1.36204 2.89466 -1.38784 0.704
H -3.58252 3.32973 -4.14847 0.134
H -3.29115 4.23096 -2.70436 0.111
H -2.38092 1.32525 -4.48232 0.141
H -1.20668 0.82513 -3.29418 0.071

Number 1: total energy -2456.725214 Eh. Number 2: total energy -3763.807417 Eh. Number 3: total energy -1414.537107 Eh. Number 4: total energy -7824.653858 Eh.